Record 1
A cluster of 2 separate species, C5H6O2S3 in total at a distorted geometry. Source: the Open Molecules 2025 dataset; level of theory: ωB97M-V/def2-TZVPD.

Computed properties:
Molecular weight (g/mol): 194.30
Frontier orbital gap (alpha / beta) (eV): 7.47 / 7.13
HOMO energy (alpha / beta) (eV): -7.11 / -9.37
Energy above the lowest of the compared OMol25 structures with the same formula, charge and spin (kcal per mole): 18.2
<S²>: 2.005
LUMO (alpha / beta) (eV): 0.36 / -2.23

The geometry in ORCA input format:
```
! RIJCOSX wB97M-V def2-TZVPD def2/J DEFGRID3
* xyz 0 3
C -1.482 1.012 -1.772
C -2.470 1.871 -2.107
C -1.096 2.658 -0.183
C -0.690 1.477 -0.722
C 2.080 -4.089 2.627
O 1.809 0.464 -0.660
O 0.407 0.585 1.501
S -2.434 3.254 -1.107
S 2.602 -4.559 1.219
S 0.314 0.207 0.148
H -1.131 0.086 -2.340
H -3.124 1.820 -2.945
H -0.652 3.378 0.478
H 2.423 -0.200 -0.343
H 1.758 -3.161 2.967
H 1.686 -4.803 3.239
*
```

=====

Record 2
An isolated molecule of C5H6O3 at a distorted geometry. Source: the Open Molecules 2025 dataset; level of theory: ωB97M-V/def2-TZVPD.

Computed properties:
Molecular weight (g/mol): 114.10
Frontier orbital gap (eV): 10.08
HOMO energy (eV): -10.10
Structure (SMILES): C=CCOC(=O)C=O
Energy above the lowest of the compared OMol25 structures with the same formula, charge and spin (kcal per mole): 36.2
LUMO (eV): -0.02

The geometry in ORCA input format:
```
! RIJCOSX wB97M-V def2-TZVPD def2/J DEFGRID3
* xyz 0 1
C 2.296 1.706 1.818
C 1.268 1.998 1.087
C 0.881 1.041 -0.026
O -0.182 0.154 0.460
C -0.574 -0.619 -0.607
O 0.022 -0.664 -1.630
C -1.813 -1.493 -0.244
O -2.134 -2.332 -0.966
H 2.581 2.453 2.519
H 2.901 0.771 1.731
H 0.663 2.906 1.271
H 1.721 0.414 -0.342
H 0.469 1.619 -0.869
H -2.325 -1.214 0.618
*
```

=====

Record 3
A structure of composition C5H6O4. Source: the Open Molecules 2025 dataset; level of theory: ωB97M-V/def2-TZVPD.

Computed properties:
Molecular weight (g/mol): 130.10
Frontier orbital gap (alpha / beta) (eV): 7.33 / 7.34
HOMO energy (alpha / beta) (eV): -8.32 / -8.32
Energy above the lowest of the compared OMol25 structures with the same formula, charge and spin (kcal per mole): 107.1
LUMO (alpha / beta) (eV): -0.99 / -0.99

The geometry in ORCA input format:
```
! RIJCOSX wB97M-V def2-TZVPD def2/J DEFGRID3
* xyz 0 1
C 1.314 -0.090 -0.116
C -0.356 0.640 1.184
C 0.565 -0.537 1.123
C -1.308 0.308 -0.768
C -0.040 1.321 -0.044
O -1.117 -1.030 -1.006
O 1.544 -0.887 -1.177
O -2.262 0.899 -1.162
O 0.027 2.470 -0.418
H -1.892 -1.337 -1.507
H 0.735 -1.391 -1.360
H 2.174 0.547 0.063
H -0.775 1.082 2.087
H 1.262 -0.459 1.968
H 0.130 -1.536 1.133
*
```

=====

Record 4
A structure of composition C5H6O4Pt at a distorted geometry. Source: the Open Molecules 2025 dataset; level of theory: ωB97M-V/def2-TZVPD.

Computed properties:
Molecular weight (g/mol): 325.18
Frontier orbital gap (alpha / beta) (eV): 8.47 / 6.44
HOMO energy (alpha / beta) (eV): -17.92 / -17.93
Energy above the lowest of the compared OMol25 structures with the same formula, charge and spin (kcal per mole): 0.0
<S²>: 2.035
LUMO (alpha / beta) (eV): -9.45 / -11.49

The geometry in ORCA input format:
```
! RIJCOSX wB97M-V def2-TZVPD def2/J DEFGRID3
* xyz 2 3
O 0.159 0.958 0.663
C -0.554 -0.223 0.607
C -1.855 -0.180 1.051
O -2.391 0.841 1.623
Pt -1.854 2.408 1.801
H 0.053 -1.125 0.631
H -2.348 -1.154 1.168
C 3.400 -1.288 2.846
C 3.025 -0.069 2.504
O 1.686 0.119 2.113
C 1.275 1.147 1.472
O 2.092 2.110 1.242
H 2.730 -2.142 2.754
H 3.662 0.803 2.377
H 4.461 -1.481 2.999
H 1.652 2.880 0.847
*
```

=====

Record 5
A structure of composition C5H6OS at a distorted geometry. Source: the Open Molecules 2025 dataset; level of theory: ωB97M-V/def2-TZVPD.

Computed properties:
Molecular weight (g/mol): 114.17
Frontier orbital gap (eV): 9.13
HOMO energy (eV): -9.20
Energy above the lowest of the compared OMol25 structures with the same formula, charge and spin (kcal per mole): 116.6
LUMO (eV): -0.07

The geometry in ORCA input format:
```
! RIJCOSX wB97M-V def2-TZVPD def2/J DEFGRID3
* xyz 0 1
C -2.209 0.749 -0.944
C 0.896 -0.506 -0.893
C -1.181 0.405 -0.246
C 2.230 -0.849 -0.343
C -1.928 0.814 1.065
O 0.090 0.158 0.005
S 0.319 -1.050 -2.323
H 2.723 -1.664 -0.811
H 2.313 -0.956 0.771
H 2.802 0.109 -0.464
H -1.434 1.686 1.411
H -1.611 -0.014 1.814
H -3.010 1.117 0.959
*
```

=====

Record 6
An isolated molecule of C5H6OS at a distorted geometry. Source: the Open Molecules 2025 dataset; level of theory: ωB97M-V/def2-TZVPD.

Computed properties:
Molecular weight (g/mol): 114.17
Frontier orbital gap (eV): 9.92
HOMO energy (eV): -9.08
Structure (SMILES): OCc1ccsc1
Energy above the lowest of the compared OMol25 structures with the same formula, charge and spin (kcal per mole): 8.2
LUMO (eV): 0.84

The geometry in ORCA input format:
```
! RIJCOSX wB97M-V def2-TZVPD def2/J DEFGRID3
* xyz 0 1
O 1.467 1.838 -0.136
C 0.302 1.482 0.483
C -0.206 0.112 0.134
C 0.638 -1.049 -0.048
C -0.048 -2.208 -0.329
S -1.743 -1.917 -0.363
C -1.506 -0.237 -0.025
H 1.350 1.802 -1.086
H 0.506 1.618 1.591
H -0.547 2.189 0.287
H 1.738 -0.923 0.131
H 0.415 -3.138 -0.565
H -2.366 0.431 -0.075
*
```